124
Properties=species:S:1:pos:R:3:forces:R:3 method="wB97M-V/def2-TZVPD" total_energy_ha=-5360.1001 spin_multiplicity=1
N -0.224037 2.318465 -0.630319 -0.024 -0.439 -0.348
C 0.235425 1.353639 -0.206910 -0.038 0.748 1.010
C 0.850856 0.310203 0.623284 0.361 -0.423 -0.505
C 2.125826 -0.224654 -0.061728 -1.080 0.769 -0.509
Br 3.483950 1.171907 -0.053711 0.061 -0.246 0.077
C 1.811670 -0.530392 -1.467810 1.231 -0.912 -0.208
N 1.835441 -0.923574 -2.549811 -0.446 0.372 0.254
H 0.138921 -0.505248 0.742364 -0.016 -0.102 0.103
H 1.129399 0.706942 1.595183 -0.227 0.129 0.128
H 2.495189 -1.110025 0.438913 0.181 -0.031 0.084
C -1.513611 3.208067 2.679772 0.053 -0.139 0.030
C -1.189501 2.060475 3.522867 0.039 -0.072 -0.035
N -0.923140 1.144505 4.164380 0.032 0.083 -0.040
H -0.706447 3.367591 1.966813 -0.044 0.047 -0.033
H -2.435133 3.014842 2.133681 0.001 0.044 -0.048
H -1.646273 4.097829 3.288290 0.023 0.048 -0.031
C 2.021255 -0.095162 -6.090579 0.052 -0.136 -0.100
C 2.629207 -0.378959 -7.389583 0.017 0.007 -0.036
N 3.108046 -0.597767 -8.410976 -0.064 0.075 0.132
H 2.461819 -0.732541 -5.327067 -0.033 0.013 0.045
H 2.185376 0.944980 -5.822200 -0.026 0.009 0.044
H 0.950493 -0.281782 -6.133821 -0.019 0.025 0.028
C 2.799828 -4.285003 -0.864727 0.028 0.024 0.092
C 2.110327 -4.493170 0.404615 -0.031 -0.026 0.104
N 1.586166 -4.660806 1.413316 0.067 0.018 -0.161
H 2.598764 -3.281846 -1.235371 -0.054 -0.023 -0.067
H 3.871529 -4.413201 -0.723392 0.005 -0.013 0.007
H 2.446537 -5.005461 -1.598574 -0.017 0.007 -0.018
C -0.573786 5.057781 -2.462439 0.071 0.109 -0.082
C 0.023208 6.330669 -2.855702 -0.043 0.090 -0.012
N 0.491442 7.338364 -3.148046 -0.062 -0.189 -0.015
H -1.658108 5.149477 -2.422759 -0.003 0.025 0.041
H -0.308687 4.281963 -3.178637 0.009 -0.003 -0.009
H -0.208759 4.770055 -1.480568 -0.034 -0.035 0.015
C 1.027647 -7.656405 2.966504 -0.036 -0.079 -0.044
C 0.703436 -8.971910 2.425565 0.101 -0.162 0.017
N 0.469875 -10.017720 2.007819 -0.031 0.173 0.070
H 2.022134 -7.680917 3.408525 0.028 -0.012 -0.030
H 1.011589 -6.909272 2.175761 0.019 0.044 0.025
H 0.300657 -7.382979 3.728555 -0.009 0.005 0.003
C -2.978691 1.472996 -2.923481 0.071 0.091 -0.108
C -1.996676 1.879618 -3.929074 -0.054 -0.032 0.088
N -1.232419 2.197488 -4.725466 -0.011 -0.005 0.039
H -3.737822 0.850316 -3.392448 -0.024 -0.002 0.011
H -2.486580 0.909812 -2.134031 0.036 0.011 0.006
H -3.452210 2.352693 -2.488298 0.010 0.015 0.020
C 2.257987 1.121725 6.249952 0.177 -0.081 -0.236
C 3.056700 0.724113 5.091491 0.017 0.033 -0.097
N 3.676366 0.419778 4.172553 -0.091 0.023 0.090
H 2.507726 0.493200 7.101603 -0.014 0.000 0.035
H 2.461273 2.160392 6.502262 -0.063 0.019 0.023
H 1.200952 1.015304 6.024345 -0.051 0.017 -0.023
C -0.955607 -5.744182 -2.883766 0.143 0.316 0.038
C -0.615078 -4.545276 -2.124130 -0.101 0.158 0.009
N -0.351743 -3.602366 -1.522533 0.033 -0.082 -0.030
H -1.908537 -6.139146 -2.539212 -0.005 -0.028 0.006
H -1.031278 -5.503293 -3.942591 -0.001 0.006 -0.001
H -0.188146 -6.502558 -2.742200 -0.115 0.149 -0.085
C -4.824384 6.913929 -2.281608 0.143 0.108 0.026
C -4.342151 5.838357 -1.426898 -0.086 -0.069 0.129
N -3.959647 4.990595 -0.751595 0.075 -0.019 -0.118
H -4.058171 7.159537 -3.020271 -0.160 0.024 0.120
H -5.722242 6.591725 -2.799685 -0.060 -0.025 0.047
H -5.048762 7.796562 -1.684823 0.039 -0.020 0.043
C -4.963350 4.791602 -5.765003 -0.037 -0.038 0.052
C -5.825906 4.584759 -4.605278 -0.007 -0.069 -0.009
N -6.497581 4.424034 -3.687640 0.035 -0.041 -0.121
H -5.166022 5.766386 -6.203246 0.025 0.021 0.009
H -3.919382 4.752399 -5.459403 0.012 0.023 -0.006
H -5.151735 4.016382 -6.505187 0.002 -0.005 -0.007
C 0.184986 -0.839843 9.465264 -0.004 0.050 -0.052
C 0.016513 0.403791 8.720337 -0.045 0.145 0.014
N -0.107737 1.385800 8.138164 -0.064 -0.133 0.138
H -0.468727 -0.838350 10.334625 0.001 -0.007 0.015
H -0.065857 -1.686848 8.829853 -0.004 -0.011 0.003
H 1.217220 -0.932237 9.797515 0.003 0.007 0.018
C -1.395231 7.781389 -6.898134 -0.034 0.051 0.065
C -2.275207 7.642563 -5.743839 0.006 0.006 0.067
N -2.966091 7.530378 -4.833261 0.135 -0.034 -0.284
H -1.537555 8.760979 -7.350461 0.001 0.013 0.011
H -0.359777 7.676330 -6.582881 0.022 -0.047 -0.011
H -1.619706 7.008758 -7.629603 0.058 -0.036 -0.006
C 2.683693 3.384188 -7.411839 -0.050 0.045 -0.015
C 1.724216 4.456078 -7.658335 -0.083 0.072 -0.012
N 0.969471 5.298600 -7.855311 0.063 -0.071 0.044
H 2.359345 2.473906 -7.912833 0.020 -0.001 -0.036
H 3.662513 3.669179 -7.791360 0.007 -0.010 -0.019
H 2.759433 3.198269 -6.342351 -0.007 0.033 0.017
C -4.053482 4.260835 5.894208 0.029 0.052 -0.052
C -3.520653 5.167244 4.880899 -0.045 0.039 0.038
N -3.098525 5.875537 4.082010 -0.014 -0.040 0.082
H -5.113956 4.455516 6.039139 -0.011 -0.006 0.003
H -3.918747 3.229129 5.574364 0.008 -0.011 0.010
H -3.528530 4.411785 6.835002 0.008 -0.015 0.011
C 1.993370 10.331869 -3.447245 -0.082 0.095 -0.063
C 1.505025 11.446623 -4.254238 0.000 0.104 -0.058
N 1.122464 12.322428 -4.892298 0.040 -0.136 0.081
H 1.268716 9.520141 -3.452987 0.042 -0.034 0.023
H 2.934463 9.968083 -3.854779 0.010 -0.008 -0.001
H 2.152172 10.660790 -2.422124 0.004 0.007 0.007
C 5.046817 2.855963 8.333933 -0.038 0.003 0.041
C 4.124631 2.719624 9.457913 -0.080 -0.044 0.082
N 3.395103 2.595596 10.336376 0.100 -0.009 -0.133
H 5.001524 3.865990 7.932030 -0.011 0.008 0.000
H 6.064271 2.648945 8.658276 0.007 -0.002 0.013
H 4.775126 2.149163 7.552355 0.037 0.001 -0.031
C -1.207225 -12.935090 2.892381 -0.092 -0.041 0.056
C -1.880057 -13.130022 4.173608 -0.054 -0.016 0.101
N -2.408541 -13.279684 5.182367 0.080 0.025 -0.142
H -1.425600 -11.943023 2.505234 0.061 0.026 -0.002
H -0.131663 -13.028494 3.021031 0.019 0.030 -0.024
H -1.547450 -13.683510 2.179237 0.001 -0.014 0.002
C 3.751873 -11.904526 3.522327 0.049 0.046 -0.013
C 4.277318 -10.599405 3.133831 -0.044 0.155 -0.055
N 4.669159 -9.564396 2.826044 -0.071 -0.133 0.067
H 2.683454 -11.824510 3.713332 -0.013 0.009 -0.013
H 3.918774 -12.621363 2.721208 -0.004 -0.013 -0.004
H 4.253295 -12.251588 4.423273 -0.001 -0.014 0.006
C -1.640208 -9.460594 -0.627219 0.006 -0.068 -0.061
C -0.818477 -8.979029 -1.731589 0.113 -0.018 -0.087
N -0.171088 -8.586708 -2.596177 -0.076 -0.414 0.214
H -2.454246 -10.071314 -1.013340 -0.012 0.013 -0.016
H -1.030261 -10.054842 0.050566 0.020 0.029 0.025
H -2.055763 -8.615936 -0.080313 0.005 0.004 0.010


125
Properties=species:S:1:pos:R:3:forces:R:3 method="wB97M-V/def2-TZVPD" total_energy_ha=-8579.1089 charge=-2 spin_multiplicity=1
Sn 1.466041 -0.878680 1.323397 -0.181 0.199 -0.319
C -4.682487 -5.591862 -0.004306 -0.014 -0.010 0.017
C -3.945448 -5.406857 -1.162626 -0.015 -0.018 -0.029
C -2.797831 -4.623588 -1.148661 -0.021 -0.001 -0.018
C -2.373597 -4.006192 0.023455 0.036 -0.009 -0.017
C -3.128693 -4.193056 1.184443 -0.015 0.009 -0.001
C -4.265658 -4.981648 1.173370 -0.045 -0.017 0.019
P -0.926253 -2.883212 0.123589 -0.045 0.058 0.032
C -0.124082 -3.147135 -1.494988 0.033 0.033 0.003
C -0.550804 -2.333302 -2.543081 -0.012 0.038 0.009
C 0.036935 -2.422110 -3.793148 0.009 -0.001 -0.024
C 1.084333 -3.308010 -4.001470 -0.001 -0.004 -0.020
C 1.535493 -4.101767 -2.957183 0.014 -0.014 -0.013
C 0.932754 -4.025307 -1.709501 0.003 -0.029 0.005
C 0.165411 -3.777013 1.288912 -0.080 -0.058 -0.028
C 0.045568 -5.145600 1.539556 -0.081 0.013 -0.037
C 0.942098 -5.779580 2.381631 0.049 -0.041 0.049
C 1.971856 -5.053000 2.966358 -0.012 -0.033 0.013
C 2.086049 -3.695385 2.714054 -0.001 -0.081 -0.050
C 1.184638 -3.024277 1.883282 0.127 0.028 0.088
H -5.574053 -6.206763 -0.015587 -0.008 -0.002 0.002
H -4.257161 -5.879071 -2.086863 -0.007 -0.002 0.003
H -2.227236 -4.494898 -2.059384 0.016 0.000 -0.008
H -2.810270 -3.721617 2.106884 0.018 0.019 0.022
H -4.830450 -5.119220 2.088095 -0.005 -0.008 -0.009
H -1.321371 -1.591756 -2.359905 0.001 -0.004 0.016
H -0.294886 -1.769618 -4.590985 -0.009 0.014 -0.016
H 1.565999 -3.359905 -4.970054 0.013 0.002 -0.012
H 2.370922 -4.774857 -3.104620 0.013 -0.009 -0.014
H 1.306461 -4.633896 -0.895705 -0.009 -0.008 0.030
H -0.743848 -5.717976 1.064503 0.011 -0.005 0.007
H 0.855938 -6.845069 2.562101 -0.006 -0.001 -0.002
H 2.707967 -5.546383 3.588612 0.016 0.006 0.002
H 2.924565 -3.166787 3.150982 0.018 -0.039 -0.030
O 1.285022 2.624337 2.630460 0.186 0.006 -0.010
H 1.669394 1.759362 2.839685 -0.015 0.007 0.067
H 1.647410 2.816372 1.752674 -0.096 0.000 -0.015
Cl 5.792574 -4.763293 2.111577 -0.004 -0.003 0.027
C 6.252869 -2.407324 1.190772 -0.130 0.068 0.091
Cl 7.296486 -1.732549 2.373942 0.078 -0.034 -0.021
Cl 6.896121 -2.700511 -0.373196 0.073 -0.023 -0.042
C 4.923356 -1.972088 1.235824 -0.241 0.045 -0.068
N 3.818241 -1.636165 1.275142 0.206 -0.009 -0.023
O 2.326854 -0.902807 -1.591970 0.122 -0.088 -0.105
H 3.180226 -1.350667 -1.608282 0.011 0.103 0.029
H 2.526410 0.050821 -1.503735 -0.093 -0.050 0.053
C 4.180964 3.304727 -3.974735 -0.090 0.018 0.052
Si 4.432604 2.692670 -2.207975 -0.245 -0.105 0.083
C 5.633911 3.879965 -1.368812 -0.068 0.013 0.003
C 5.286551 1.016234 -2.313247 -0.055 -0.020 0.016
Se 2.508434 2.591462 -1.043967 0.302 0.107 -0.011
H 5.128586 3.481543 -4.488597 0.077 -0.009 -0.020
H 3.611104 4.235789 -3.962379 -0.003 0.027 -0.023
H 3.607412 2.573603 -4.547236 -0.035 -0.014 -0.016
H 6.494701 4.096478 -2.006699 0.051 -0.005 -0.038
H 5.996778 3.454053 -0.432701 -0.010 -0.014 0.047
H 5.126162 4.816774 -1.134021 0.014 0.033 -0.006
H 6.245419 1.064451 -2.834197 0.067 0.047 -0.033
H 4.653158 0.301341 -2.842766 -0.018 -0.015 -0.028
H 5.464373 0.624275 -1.309797 0.006 -0.022 0.031
C -2.005560 -0.326449 6.050760 -0.020 0.009 0.090
N -2.001883 -0.418211 4.610471 -0.034 -0.010 -0.056
C -2.994120 -0.923597 3.801548 -0.024 -0.023 0.021
C -2.506122 -0.853483 2.530988 -0.088 -0.019 -0.041
N -1.242979 -0.322394 2.541825 0.142 -0.061 -0.052
C -0.979804 -0.072338 3.797795 0.042 0.119 0.032
H -2.924918 -0.771092 6.426990 0.016 0.003 0.015
H -1.962360 0.714803 6.372727 0.003 -0.017 0.006
H -1.155258 -0.868140 6.464967 -0.013 0.012 0.000
H -3.926746 -1.279856 4.202508 -0.035 0.002 0.007
H -2.988395 -1.141017 1.612390 -0.006 -0.039 -0.042
H -0.058252 0.344936 4.162924 0.065 0.022 0.024
C -3.260348 3.643261 -5.050593 0.022 -0.079 -0.030
Si -2.231206 2.406959 -4.055175 0.088 -0.003 0.069
C -2.954222 0.692865 -4.363100 0.018 0.054 -0.048
C -0.468841 2.431091 -4.706591 -0.066 0.009 0.005
Si -2.176277 2.891248 -1.771436 -0.229 0.194 -0.176
Te -0.453998 1.514226 -0.684116 0.070 -0.245 -0.008
Si -1.745614 5.149823 -1.361998 0.065 -0.090 0.056
C -3.098375 6.290280 -2.034276 0.086 0.045 0.033
C -1.614295 5.426280 0.492909 0.002 0.043 -0.052
C -0.120854 5.626413 -2.171898 -0.059 0.017 -0.012
Si -4.082991 2.145813 -0.640284 0.074 -0.029 -0.039
C -5.651685 3.025998 -1.224415 -0.004 -0.056 0.051
C -3.884424 2.426767 1.207015 -0.049 -0.015 -0.037
C -4.309948 0.297667 -0.919012 -0.023 0.042 0.056
H -3.241068 3.380236 -6.111760 -0.021 0.007 -0.040
H -2.872422 4.656887 -4.949893 0.055 0.056 0.009
H -4.300801 3.652603 -4.722233 -0.056 -0.009 0.026
H -2.717355 0.364880 -5.378912 -0.018 -0.026 -0.026
H -4.039612 0.691104 -4.249973 -0.049 0.002 0.009
H -2.544071 -0.038480 -3.666505 0.052 -0.025 0.038
H -0.425273 2.032935 -5.723934 0.020 0.004 -0.037
H 0.182122 1.831761 -4.067694 0.018 -0.057 0.027
H -0.059729 3.442618 -4.713482 0.009 0.047 -0.004
H -4.070384 6.085970 -1.585149 -0.051 -0.040 0.057
H -3.206122 6.195114 -3.114815 0.007 -0.014 -0.067
H -2.836814 7.329053 -1.812400 -0.023 0.040 -0.010
H -2.594940 5.395213 0.969878 -0.050 0.001 0.020
H -1.165441 6.401192 0.700680 0.002 0.028 0.018
H -0.991481 4.659749 0.956186 0.047 -0.042 -0.001
H -0.185591 5.554400 -3.259720 -0.018 0.017 -0.052
H 0.690774 4.970417 -1.848979 0.011 -0.042 0.053
H 0.139525 6.656469 -1.913056 0.034 0.035 -0.010
H -5.580539 4.103559 -1.073775 0.012 0.065 0.024
H -6.521984 2.663088 -0.670866 -0.041 -0.002 0.009
H -5.830884 2.851500 -2.286391 0.003 -0.025 -0.062
H -3.906577 3.486327 1.461135 -0.023 0.077 0.004
H -2.933584 2.024086 1.559185 0.045 -0.053 0.000
H -4.690060 1.922985 1.748523 -0.018 0.003 0.040
H -4.573051 0.065346 -1.950454 -0.038 0.004 -0.068
H -5.101025 -0.083832 -0.266996 -0.019 -0.040 0.000
H -3.387813 -0.239181 -0.687684 0.061 -0.018 0.042
F 5.168887 -2.280006 7.258141 -0.009 -0.003 0.013
C 4.401270 -1.773546 6.278898 -0.036 0.020 -0.060
C 4.947216 -0.939767 5.317895 0.017 -0.037 -0.005
F 6.252199 -0.644369 5.368933 -0.007 0.019 0.044
C 4.155105 -0.412022 4.316126 0.020 -0.108 0.072
F 4.723417 0.382853 3.406141 -0.014 0.078 0.013
C 2.781916 -0.688228 4.222917 0.144 -0.099 -0.007
O 2.044691 -0.169692 3.272361 -0.088 0.066 0.265
C 2.266896 -1.535460 5.212557 0.072 0.092 0.127
F 0.956452 -1.836725 5.209564 -0.049 -0.025 -0.015
C 3.051440 -2.065633 6.220103 0.073 0.065 -0.070
F 2.500167 -2.858719 7.151606 -0.018 -0.040 0.041